Record 1
{
  "formula": "C24H64Mn2N3O25S6",
  "method": "ωB97M-V with the def2-TZVPD basis set",
  "multiplicity": 11,
  "homo_lumo_gap_ha": [0.294, 0.279],
  "total_charge": 1,
  "relative_energy_kj_mol": 0.00,
  "lumo_ev": [-3.7, -4.2],
  "homo_ev": [-11.701, -11.808],
  "species": ["Mn", "Mn", "N", "O", "O", "O", "N", "O", "O", "O", "O", "H", "C", "C", "N", "C", "C", "C", "C", "H", "H", "H", "H", "H", "H", "H", "H", "H", "H", "H", "H", "H", "H", "H", "O", "S", "O", "O", "C", "C", "C", "H", "H", "H", "H", "H", "H", "H", "H", "O", "S", "O", "O", "C", "C", "C", "H", "H", "H", "H", "H", "H", "H", "H", "O", "S", "O", "O", "C", "C", "C", "H", "H", "H", "H", "H", "H", "H", "H", "O", "S", "O", "O", "C", "C", "C", "H", "H", "H", "H", "H", "H", "H", "H", "O", "S", "O", "O", "C", "C", "C", "H", "H", "H", "H", "H", "H", "H", "H", "O", "S", "O", "O", "C", "C", "C", "H", "H", "H", "H", "H", "H", "H", "H"],
  "positions_angstrom": [[-1.04551, -3.37265, -0.99069], [2.38232, -2.27108, -0.62282], [-0.27134, -0.37822, -0.27877], [-1.12413, -1.26907, -0.64759], [-0.64814, 0.69285, 0.13201], [0.93189, -0.71137, -0.23954], [0.75716, -3.08110, 1.88828], [-0.11464, -3.53185, 1.10407], [0.50307, -2.90757, 3.06394], [1.90493, -2.75129, 1.45341], [0.92218, -3.28625, -1.57979], [0.99366, -3.29017, -2.53724], [2.82549, 0.11319, -4.20861], [2.43105, -1.02331, -3.26110], [3.56104, -1.73456, -2.58146], [4.78172, -0.93376, -2.45868], [5.95818, -1.63479, -1.74812], [3.84720, -3.03845, -3.26126], [4.48745, -2.93439, -4.65159], [3.33253, 0.88997, -3.64049], [1.99618, 0.52195, -4.77871], [3.54476, -0.25242, -4.94471], [1.84378, -0.60288, -2.44052], [1.74618, -1.71571, -3.75158], [5.16199, -0.58390, -3.42035], [4.57965, -0.01128, -1.91204], [5.55314, -1.97361, -0.79216], [6.36282, -2.50571, -2.26243], [6.77316, -0.92958, -1.60797], [2.90804, -3.58265, -3.36639], [4.46347, -3.66533, -2.61575], [4.93543, -3.84715, -5.03708], [5.28896, -2.19521, -4.67366], [3.72684, -2.56237, -5.34047], [-0.21572, 0.33590, -3.22576], [-1.24146, 1.33333, -3.38191], [-0.90285, 2.65663, -3.80519], [-2.36407, 0.73864, -4.41057], [-2.61825, -0.66158, -4.19054], [-1.81653, -1.44827, -5.20776], [-2.28884, 1.32767, -1.91801], [-3.68943, -0.75021, -4.36925], [-2.34397, -0.94775, -3.17543], [-2.01767, -2.51989, -5.11339], [-0.76688, -1.34431, -4.92998], [-2.09242, -1.11473, -6.20336], [-2.45448, 0.31448, -1.55900], [-3.26520, 1.74463, -2.14848], [-1.76524, 1.92256, -1.17308], [-4.48752, 2.48571, 2.74761], [-3.57900, 1.88973, 1.80541], [-3.51276, 0.46517, 1.63045], [-3.84199, 2.60427, 0.37853], [-4.14293, 4.01973, 0.38285], [-3.19821, 4.67812, -0.61417], [-1.90068, 2.51995, 2.11293], [-3.95553, 4.46729, 1.35663], [-5.17649, 4.21457, 0.10438], [-3.26988, 5.76371, -0.58835], [-3.31508, 4.33459, -1.64253], [-2.18786, 4.37286, -0.32506], [-1.27708, 2.19013, 1.28596], [-1.57365, 2.08231, 3.05513], [-1.92205, 3.59978, 2.22893], [3.69325, -0.91732, 0.48591], [4.08383, -0.05010, 1.58116], [5.19852, -0.43600, 2.39580], [4.33436, 1.40161, 0.94334], [5.01988, 2.38214, 1.70560], [4.96980, 3.75336, 1.03456], [2.64872, 0.28266, 2.59248], [6.07843, 2.16011, 1.86665], [4.65804, 2.47347, 2.73386], [4.01321, 4.23645, 1.22457], [5.12940, 3.67536, -0.04283], [5.78832, 4.38537, 1.37462], [2.28040, -0.66742, 2.98305], [1.83362, 0.66322, 1.97568], [2.88403, 0.99563, 3.37686], [0.53012, 4.48195, 1.56044], [1.85895, 4.85276, 1.13322], [2.93821, 4.95979, 2.07301], [2.38555, 3.80323, 0.00155], [1.42680, 2.98040, -0.66458], [2.19403, 2.13605, -1.67517], [1.87197, 6.38641, 0.14655], [0.52136, 3.40974, -1.09983], [1.04764, 2.27458, 0.08222], [3.03150, 1.64472, -1.17857], [2.57678, 2.73651, -2.50483], [1.59332, 1.38779, -2.18967], [1.55358, 7.19162, 0.80238], [1.03803, 6.21442, -0.53658], [2.83987, 6.43074, -0.33428], [-1.77290, 0.11537, 4.44734], [-1.40667, -1.25476, 4.22668], [-0.01707, -1.63431, 4.41438], [-2.38439, -2.16315, 5.14749], [-2.01939, -3.55140, 5.28418], [-2.96554, -4.17253, 6.30219], [-1.84409, -1.89530, 2.58929], [-0.98282, -3.68683, 5.58236], [-2.20178, -4.07013, 4.34091], [-2.87870, -3.80833, 7.32288], [-2.77818, -5.25038, 6.32578], [-4.01117, -4.13952, 5.99074], [-1.51057, -2.93179, 2.57376], [-1.26235, -1.35631, 1.84636], [-2.92335, -1.79142, 2.56101], [-2.75622, -3.39231, 0.30608], [-4.14865, -3.02753, 0.36075], [-5.12009, -3.94710, -0.17259], [-4.47993, -2.64262, 1.89539], [-5.85379, -2.39822, 2.22233], [-6.00769, -2.39474, 3.72713], [-4.43056, -1.42661, -0.44178], [-6.52876, -3.15725, 1.82000], [-6.16817, -1.45865, 1.75906], [-5.41037, -1.66163, 4.26958], [-5.71296, -3.35650, 4.15357], [-7.06667, -2.27828, 3.95580], [-3.92616, -0.68501, 0.17868], [-5.49965, -1.23196, -0.46785], [-4.06964, -1.49531, -1.46582]]
}

***

Record 2
{
  "formula": "C37H36AsCl3N2O5PPdS2",
  "method": "ωB97M-V with the def2-TZVPD basis set",
  "homo_lumo_gap_ha": 0.275,
  "total_charge": 1,
  "relative_energy_kj_mol": 0.00,
  "lumo_ev": -3.1,
  "homo_ev": -10.616,
  "species": ["Pd", "O", "S", "O", "O", "C", "C", "C", "C", "C", "C", "P", "C", "C", "C", "C", "C", "C", "C", "C", "C", "C", "C", "C", "H", "H", "H", "H", "H", "H", "H", "H", "H", "H", "H", "H", "H", "H", "C", "As", "C", "C", "O", "H", "H", "H", "H", "H", "H", "H", "H", "H", "Cl", "C", "C", "C", "C", "C", "C", "N", "C", "C", "N", "C", "O", "C", "C", "C", "Cl", "S", "C", "C", "C", "Cl", "C", "H", "H", "H", "H", "H", "H", "H", "H", "H", "H", "H", "H", "H"],
  "positions_angstrom": [[1.35600, -0.08602, 0.52838], [1.84213, 0.71567, 2.38930], [2.41288, -0.53204, 3.08265], [2.15177, -0.67943, 4.47854], [2.00427, -1.69531, 2.29597], [4.14583, -0.42579, 2.81365], [4.98196, -0.17356, 3.89027], [6.35304, -0.15545, 3.68605], [6.87394, -0.39121, 2.42152], [6.02816, -0.62762, 1.34672], [4.64952, -0.63850, 1.52491], [3.56266, -0.79043, 0.05943], [4.28137, 0.42302, -1.07972], [3.84796, 1.74491, -1.01079], [4.41448, 2.70894, -1.83147], [5.41142, 2.35849, -2.73140], [5.84774, 1.04320, -2.80691], [5.28491, 0.07722, -1.98504], [3.82220, -2.40933, -0.65798], [4.27164, -3.47155, 0.12168], [4.35482, -4.74321, -0.43022], [3.98248, -4.95511, -1.75047], [3.51700, -3.89828, -2.52589], [3.42264, -2.62760, -1.97938], [4.55099, -0.01765, 4.87076], [7.01843, 0.02813, 4.52000], [7.94533, -0.37810, 2.26631], [6.44795, -0.79691, 0.36201], [3.07212, 2.02605, -0.31218], [4.07563, 3.73492, -1.76902], [5.84625, 3.11049, -3.37827], [6.62906, 0.76822, -3.50401], [5.62484, -0.94954, -2.05552], [4.55476, -3.30715, 1.15426], [4.71040, -5.56837, 0.17358], [4.05202, -5.94816, -2.17713], [3.22626, -4.06593, -3.55545], [3.03757, -1.80612, -2.57247], [-1.24829, -1.58001, 1.12194], [-0.46872, -2.11415, -0.53692], [-1.88869, -2.36950, -1.76239], [0.43335, -3.75416, -0.21775], [0.64210, -0.95795, -1.15440], [-2.15084, -2.16820, 1.29222], [-1.49381, -0.52183, 1.09051], [-0.52622, -1.77508, 1.91178], [-2.59687, -3.09347, -1.36445], [-1.46495, -2.73590, -2.69500], [-2.37917, -1.41324, -1.93922], [-0.25684, -4.48503, 0.20081], [1.23532, -3.54780, 0.49172], [0.85354, -4.11230, -1.15496], [-7.24749, 4.15462, 3.51955], [-6.33747, 3.61476, 2.15029], [-5.01820, 3.23122, 2.31016], [-4.32254, 2.76617, 1.20764], [-4.90544, 2.67702, -0.05629], [-4.11776, 2.11665, -1.21620], [-2.87319, 2.95027, -1.55622], [-1.69592, 2.64078, -0.75023], [-1.14356, 3.42709, 0.24377], [-0.07053, 2.74401, 0.71370], [0.04578, 1.55805, 0.01088], [-0.94661, 1.52990, -0.84859], [-3.68050, 0.77013, -1.06884], [-4.24655, -0.07147, -0.06987], [-5.73253, -0.20854, -0.16254], [-6.57661, -0.24250, 0.90402], [-6.15289, -0.14296, 2.56803], [-8.21196, -0.43129, 0.45009], [-7.79198, -0.47998, -1.20453], [-6.45219, -0.35772, -1.38976], [-6.22384, 3.11121, -0.18110], [-7.04271, 3.12541, -1.71819], [-6.94448, 3.57122, 0.90844], [-4.55129, 3.27875, 3.28505], [-3.29686, 2.44246, 1.34194], [-4.73644, 2.16078, -2.11032], [-3.10169, 4.00375, -1.41274], [-2.61938, 2.79691, -2.60292], [-1.55290, 4.38853, 0.50974], [0.61761, 3.00592, 1.50056], [-1.12462, 0.75528, -1.57461], [-3.95942, 0.24804, 0.93293], [-3.77923, -1.03981, -0.26102], [-8.56179, -0.58912, -1.95398], [-5.97653, -0.36685, -2.36303], [-7.97065, 3.88910, 0.78762]]
}

***

Record 3
{
  "formula": "C6H15ClN",
  "method": "ωB97M-V with the def2-TZVPD basis set",
  "multiplicity": 3,
  "homo_lumo_gap_ha": [0.240, 0.345],
  "total_charge": 1,
  "lumo_ev": [-3.6, -4.9],
  "homo_ev": [-10.160, -14.272],
  "species": ["C", "C", "C", "C", "C", "C", "N", "Cl", "H", "H", "H", "H", "H", "H", "H", "H", "H", "H", "H", "H", "H", "H", "H"],
  "positions_angstrom": [[0.77298, -0.15392, 1.73553], [-2.87366, 0.79346, -0.54824], [-2.33568, -1.54422, -1.26936], [1.62206, 1.03924, 1.11383], [1.91452, 0.69197, -0.32258], [-1.89970, -0.13581, -1.08564], [3.07932, -0.29282, -0.39714], [-0.43128, 0.44335, -1.65585], [-0.11315, -0.37193, 0.93687], [0.26491, 0.24600, 2.69972], [1.48690, -1.04884, 1.92305], [-2.81627, 1.88002, -0.84337], [-2.77557, 0.75385, 0.45152], [-3.88463, 0.54251, -0.67067], [-2.51054, -1.83267, -2.28778], [-1.53368, -2.21120, -0.84628], [-3.27564, -1.65278, -0.67326], [1.14218, 1.92512, 1.12435], [2.47685, 1.00570, 1.71655], [2.21986, 1.60445, -1.00676], [2.74544, -1.20064, 0.08985], [3.81570, 0.14802, 0.19298], [3.27073, -0.42252, -1.41435]]
}

***

Record 4
{
  "formula": "C2HBrF2",
  "method": "ωB97M-V with the def2-TZVPD basis set",
  "homo_lumo_gap_ha": 0.387,
  "total_charge": 0,
  "relative_energy_kj_mol": 0.00,
  "lumo_ev": 0.4,
  "homo_ev": -10.097,
  "species": ["C", "C", "F", "F", "Br", "H"],
  "positions_angstrom": [[0.47686, 0.40243, 0.25059], [-0.19018, -0.70089, -0.03791], [-0.10353, -1.94999, 0.40778], [-1.33117, -0.62417, -1.04675], [-0.04855, 2.09691, -0.49866], [1.19657, 0.77572, 0.92495]]
}

***

Calculated total energy / eV: -209221.3040 -185011.1374 -20466.0896 -77565.5915